Molecular formula: C40H32CaN8O3S3
Method: DFT, ωB97M-V/def2-TZVPD

CARTESIAN COORDINATES (ANGSTROEM)
Ca 0.317682 -1.270212 -0.343174
C 1.506849 -3.649462 -4.247863
C 1.651513 -3.059229 -2.841862
O 0.645779 -2.422119 -2.407611
C 2.866342 -3.289748 -2.212859
C 3.299027 -2.899669 -0.898031
C 4.686658 -3.346844 -0.489146
N 2.585489 -2.191026 -0.078323
N 3.220563 -1.898236 1.136503
C 2.563997 -0.983447 1.808632
O 1.504272 -0.371504 1.463999
C 3.180924 -0.586023 3.123653
C 2.619352 0.479601 3.820974
C 3.151854 0.885603 5.038384
C 4.250831 0.227783 5.574769
C 4.813774 -0.840248 4.883051
C 4.282944 -1.243769 3.666917
H 0.516190 -3.407677 -4.631314
H 1.626444 -4.734933 -4.230040
H 2.262315 -3.239791 -4.922970
H 3.578204 -3.876811 -2.782439
H 5.141013 -3.960465 -1.267983
H 4.636934 -3.907271 0.444720
H 5.318435 -2.479760 -0.287475
H 1.759221 0.972968 3.383501
H 2.702762 1.716508 5.570298
H 4.664059 0.540815 6.527344
H 5.669133 -1.362084 5.298803
H 4.704851 -2.072152 3.113216
C -1.358670 -0.852799 4.227412
C -1.761714 -1.203219 2.813161
N -1.811024 -0.300141 1.899771
N -1.712237 0.983503 2.422084
C -1.244026 1.935565 1.693423
S -0.540213 1.964588 0.144498
S -1.319896 3.451211 2.722747
C -1.180882 4.791511 1.510921
C -2.503404 5.231487 0.945800
C -3.133812 6.380621 1.416660
C -4.362775 6.785096 0.911236
C -4.982906 6.039989 -0.081746
C -4.362343 4.890859 -0.558002
C -3.135607 4.488553 -0.051442
C -2.155867 -2.612570 2.546123
C -3.008420 -3.208416 3.476318
C -3.478674 -4.507458 3.356177
C -3.051082 -5.259409 2.260512
C -2.201361 -4.707484 1.328183
C -1.731791 -3.363458 1.409086
O -0.959257 -2.903927 0.498431
H -0.332276 -0.478392 4.203148
H -1.397205 -1.720780 4.881874
H -1.974925 -0.041519 4.616717
H -0.511093 4.422517 0.730331
H -0.701636 5.622466 2.032111
H -2.654539 6.961800 2.197678
H -4.837212 7.681108 1.295316
H -5.943151 6.348618 -0.478275
H -4.840739 4.298612 -1.329542
H -2.650873 3.585713 -0.407785
H -3.331997 -2.617235 4.327413
H -4.151884 -4.922309 4.096706
H -3.383078 -6.286967 2.142484
H -1.853423 -5.281222 0.476548
S -0.286453 1.840019 -7.628998
N -1.451074 1.375670 -6.601053
C -0.863315 1.110331 -5.450799
C -1.523598 0.651567 -4.240566
C -2.902880 0.465248 -4.145225
C -3.436754 0.023419 -2.956555
C -2.569547 -0.255169 -1.898001
N -1.263936 -0.090559 -1.988776
C -0.736418 0.383532 -3.118452
C 0.723797 0.622811 -3.137417
N 1.398259 0.387455 -2.008440
C 2.700626 0.589349 -1.976457
C 3.419408 1.049956 -3.083388
C 2.740093 1.290171 -4.253577
C 1.361715 1.074181 -4.294292
C 0.554640 1.309029 -5.479473
N 1.000757 1.719341 -6.650544
H -3.524865 0.673924 -5.006638
H -4.501280 -0.124485 -2.838004
H -2.931017 -0.616603 -0.940053
H 3.189815 0.358472 -1.035962
H 4.488139 1.196963 -3.011848
H 3.246493 1.638062 -5.145262

Force components x, y, z for each atom (eV/Å):
-0.2 0.2 0.5
0.0 0.0 0.0
0.0 0.0 -0.1
0.1 0.1 0.2
0.0 0.0 0.0
0.1 0.0 0.1
0.0 0.0 -0.1
0.0 0.0 -0.2
0.1 0.0 0.0
0.0 0.1 -0.2
0.0 -0.2 0.0
0.0 0.0 0.0
0.0 0.0 0.0
0.0 0.0 0.0
0.0 0.0 0.0
0.0 0.0 0.0
0.0 0.0 0.0
0.0 0.0 0.0
0.0 0.0 0.0
0.0 0.0 0.0
0.0 0.0 0.0
0.0 0.0 0.0
0.0 0.0 0.0
0.0 0.0 0.0
0.0 0.0 0.0
0.0 0.0 0.0
0.0 0.0 0.0
0.0 0.0 0.0
0.0 0.0 0.0
0.0 0.0 0.0
0.1 0.1 0.0
-0.1 -0.1 -0.2
0.1 0.2 0.1
0.1 -0.1 0.1
0.0 0.0 0.0
-0.1 -0.1 -0.1
0.0 0.0 0.1
0.0 0.1 0.0
0.0 0.0 0.0
0.0 0.0 0.0
0.0 0.0 0.0
0.0 0.0 0.0
0.0 0.0 0.0
-0.1 0.0 0.0
0.0 0.0 0.0
0.0 0.0 0.0
0.0 0.0 0.0
0.0 0.0 0.0
0.0 -0.1 -0.1
0.0 0.2 -0.1
0.0 0.0 0.0
0.0 0.0 0.0
0.0 0.0 0.0
0.0 0.0 0.0
0.0 0.0 0.0
0.0 0.0 0.0
0.0 0.0 0.0
0.0 0.0 0.0
0.0 0.0 0.0
0.0 0.0 0.0
0.0 0.0 0.0
0.0 0.0 0.0
0.0 0.0 0.0
0.0 0.0 0.0
0.0 0.0 0.0
0.0 0.0 0.0
0.0 0.0 0.1
-0.1 0.1 -0.1
0.0 0.0 0.0
0.0 0.0 0.0
0.0 0.0 0.0
0.1 -0.3 -0.2
0.0 -0.1 0.0
0.0 -0.1 0.0
-0.1 -0.1 -0.1
0.0 0.0 0.0
0.0 0.0 0.0
0.0 0.0 -0.1
0.0 0.1 -0.1
0.0 0.0 0.1
0.0 0.0 0.0
0.0 0.0 0.0
0.0 0.0 0.0
0.0 0.0 0.0
0.0 0.0 0.0
0.0 0.0 0.0
0.0 0.0 0.0

For the HOMO energy, the calculation gives -1.4663 eV. The value obtained for the lowest unoccupied orbital energy is 3.27 eV. Its total charge is -2. Its HOMO-LUMO gap is 4.7 eV.


Molecular formula: C2H5OP
Method: DFT, ωB97M-V/def2-TZVPD

CARTESIAN COORDINATES (ANGSTROEM)
C -0.228316 0.306697 -0.227399
C -1.500790 -0.018753 -0.174881
O -1.973295 -1.265624 0.099513
P 2.925027 -0.437104 -0.031069
H 2.720874 -0.236053 1.331214
H 0.209701 1.257451 -0.418946
H -2.263296 0.747683 -0.356331
H -2.930890 -1.288893 0.032760
H 3.040984 0.934594 -0.254861

Force components x, y, z for each atom (eV/Å):
-0.2 -0.1 0.0
0.2 -0.1 0.0
0.1 -0.2 0.0
-0.5 -0.6 -0.4
-0.1 0.1 0.5
0.3 0.3 -0.1
0.2 -0.1 0.0
0.0 0.1 0.0
0.0 0.5 -0.1

For the HOMO energy (alpha / beta), the calculation gives -9.5083 / -8.7556 eV. The value obtained for the lowest unoccupied orbital energy (alpha / beta) is -0.91 / -0.51 eV. Its HOMO-LUMO gap (alpha / beta) is 8.6 / 8.2 eV.


Molecular formula: C2H3ClNZr
Method: DFT, ωB97M-V/def2-TZVPD

CARTESIAN COORDINATES (ANGSTROEM)
Zr -1.051486 3.721422 -2.332737
Cl -1.383698 1.809613 -0.890397
C 0.637796 -0.542068 0.804256
C 0.075483 -1.606392 0.057965
N -0.399687 -2.484982 -0.594438
H 1.018605 -0.908673 1.779319
H -0.241117 0.112290 1.074266
H 1.344102 -0.101208 0.101767

Force components x, y, z for each atom (eV/Å):
-0.6 -2.5 2.0
0.5 2.7 -2.1
-0.4 -0.6 -0.9
-0.6 -1.1 -0.1
0.2 0.6 0.3
0.1 0.2 0.0
0.3 0.1 0.2
0.4 0.5 0.7

For the HOMO energy, the calculation gives -21.8937 eV. The value obtained for the lowest unoccupied orbital energy is -19.08 eV. Its total charge is +3. Its HOMO-LUMO gap is 2.8 eV.


Molecular formula: C10H9GaN2O5
Method: DFT, ωB97M-V/def2-TZVPD

CARTESIAN COORDINATES (ANGSTROEM)
O -1.020250 -1.248327 -3.986141
C -0.470048 -0.621568 -3.135232
Ga -0.224736 0.772492 -1.331195
O 1.862588 -0.894902 -2.756395
C 0.779754 -0.377327 -2.567753
C 1.234252 2.317047 -1.149274
O 2.050746 3.123815 -1.128253
C -2.111363 1.526364 -1.037749
O -2.165416 2.712874 -0.781576
C -0.432028 2.389439 -3.542862
O -0.546345 3.238147 -4.294722
H -3.046296 0.900767 -1.100902
C 0.716664 -3.357046 2.025590
C 0.462699 -1.946587 1.670715
C 0.270430 -0.833612 2.485020
C 0.022730 0.262865 1.654589
N 0.030503 -0.185175 0.375636
N 0.305735 -1.526949 0.417301
C -0.171598 1.670978 2.058708
H 1.646059 -3.439609 2.603666
H -0.096625 -3.740744 2.658440
H 0.800859 -3.992053 1.136457
H 0.325537 -0.786600 3.557641
H 0.432130 -2.081197 -0.424409
H -0.702651 1.679755 3.022158
H 0.795523 2.169829 2.229210
H -0.748852 2.267325 1.341333

Force components x, y, z for each atom (eV/Å):
1.1 3.2 3.7
-3.9 -6.3 -7.9
1.2 0.4 2.2
-1.4 -0.1 -0.3
3.6 1.8 2.3
3.3 3.9 0.6
-3.1 -3.3 -0.1
-1.9 3.3 0.3
0.6 -3.3 -0.7
-0.3 2.5 -2.4
0.3 -2.3 2.0
0.6 0.1 0.2
0.2 -0.5 0.1
-0.3 0.3 0.6
0.1 0.5 -0.2
0.2 -1.4 0.1
0.1 0.5 -0.4
0.0 0.2 -0.4
-0.1 0.5 0.3
-0.2 0.0 -0.1
0.2 0.1 -0.2
0.0 0.1 0.2
0.0 -0.2 0.1
0.0 0.2 0.3
0.1 0.1 -0.4
-0.2 -0.2 -0.1
0.1 -0.1 0.2

For the HOMO energy (alpha / beta), the calculation gives -16.6966 / -16.7677 eV. The value obtained for the lowest unoccupied orbital energy (alpha / beta) is -11.60 / -10.50 eV. Its total charge is +2. Its HOMO-LUMO gap (alpha / beta) is 5.1 / 6.3 eV.


Molecular formula: C2H4FPS
Method: DFT, ωB97M-V/def2-TZVPD

CARTESIAN COORDINATES (ANGSTROEM)
C 3.408937 -0.247243 -0.037033
C -0.869308 -0.821036 0.253348
F 4.314195 -1.101807 -0.029426
P 3.009969 1.265220 -0.302989
S 0.526532 -2.012011 0.083658
H -1.687113 -1.543498 -0.019305
H -0.825147 -0.009388 -0.500263
H -1.055077 -0.389011 1.312075
H 1.684642 1.079921 -0.024870

Force components x, y, z for each atom (eV/Å):
-1.8 -0.8 0.5
-0.2 -0.4 0.7
2.2 -1.4 -0.1
1.0 2.5 -0.8
-0.6 0.9 0.3
0.3 1.0 0.3
0.0 -0.6 0.4
0.5 -0.9 -1.8
-1.2 -0.2 0.3

For the HOMO energy (alpha / beta), the calculation gives -8.1054 / -8.9181 eV. The value obtained for the lowest unoccupied orbital energy (alpha / beta) is 0.71 / -1.95 eV. As for the spin multiplicity: 3. The expectation value of S² is 2.015. Its HOMO-LUMO gap (alpha / beta) is 8.8 / 7.0 eV.


Molecular formula: CH3I2N2
Method: DFT, ωB97M-V/def2-TZVPD

CARTESIAN COORDINATES (ANGSTROEM)
C -0.694939 -0.111338 0.076341
N -0.420612 -0.350091 1.277855
N 0.786275 -0.010370 -1.393492
I 1.171921 -1.454838 1.994573
I 0.221830 1.078696 -2.908850
H -1.535151 0.460531 -0.289244
H -1.028797 -0.022603 2.040747
H 1.499473 0.410013 -0.797931

Force components x, y, z for each atom (eV/Å):
3.2 1.3 -2.5
-0.2 -0.2 0.4
-1.9 -2.3 3.1
0.1 0.1 -0.2
-0.4 0.9 -0.6
-0.5 -0.1 0.1
-0.1 -0.3 -0.4
-0.2 0.5 0.1

For the HOMO energy (alpha / beta), the calculation gives -13.1635 / -13.1610 eV. The value obtained for the lowest unoccupied orbital energy (alpha / beta) is -6.25 / -6.25 eV. Its total charge is +1. Its HOMO-LUMO gap (alpha / beta) is 6.9 / 6.9 eV.


Copy entry 2 word for word.
Molecular formula: C2H5OP
Method: DFT, ωB97M-V/def2-TZVPD

CARTESIAN COORDINATES (ANGSTROEM)
C -0.228316 0.306697 -0.227399
C -1.500790 -0.018753 -0.174881
O -1.973295 -1.265624 0.099513
P 2.925027 -0.437104 -0.031069
H 2.720874 -0.236053 1.331214
H 0.209701 1.257451 -0.418946
H -2.263296 0.747683 -0.356331
H -2.930890 -1.288893 0.032760
H 3.040984 0.934594 -0.254861

Force components x, y, z for each atom (eV/Å):
-0.2 -0.1 0.0
0.2 -0.1 0.0
0.1 -0.2 0.0
-0.5 -0.6 -0.4
-0.1 0.1 0.5
0.3 0.3 -0.1
0.2 -0.1 0.0
0.0 0.1 0.0
0.0 0.5 -0.1

For the HOMO energy (alpha / beta), the calculation gives -9.5083 / -8.7556 eV. The value obtained for the lowest unoccupied orbital energy (alpha / beta) is -0.91 / -0.51 eV. Its HOMO-LUMO gap (alpha / beta) is 8.6 / 8.2 eV.